# 1
The following is a quantum chemistry calculation of an isolated molecule of C5H8O2 at a distorted geometry, from the Open Molecules 2025 dataset.

The HOMO energy is -9.264 eV. As for the spin multiplicity: 1.

Each line ends with the natural charge from an NBO analysis.
Geometry (Å):
C 1.263 0.140 0.049  -0.450
C -0.697 -1.452 0.652  -0.608
C -0.222 -0.242 -0.109  -0.200
C 0.053 1.024 0.620  0.119
C -0.257 -0.253 -1.619  0.436
O -0.142 2.233 -0.085  -0.715
O -1.159 -0.876 -2.187  -0.538
H -0.323 2.971 0.521  0.486
H -0.118 1.033 1.694  0.198
H 0.359 0.432 -2.227  0.146
H 1.881 0.741 -0.607  0.235
H 1.842 -0.443 0.756  0.211
H -1.078 -2.209 -0.041  0.247
H -1.498 -1.170 1.343  0.218
H 0.095 -1.928 1.240  0.214

# 2
The following is a quantum chemistry calculation of an isolated molecule of C3H4N2O, from the Open Molecules 2025 dataset.

The HOMO energy is -9.287 eV. As for the spin multiplicity: 1.

Each line ends with the natural charge from an NBO analysis.
Geometry (Å):
O -0.874 1.655 0.099  -0.692
C -0.936 -0.741 0.407  0.070
C -0.119 0.540 0.513  -0.088
C 1.073 0.271 -0.379  0.073
N 1.059 -0.908 -0.863  -0.247
N -0.173 -1.462 -0.366  -0.428
H -1.789 1.439 0.329  0.486
H 0.239 0.656 1.553  0.204
H 1.907 0.935 -0.577  0.215
H -0.388 -2.385 -0.717  0.408

# 3
The following is a quantum chemistry calculation of a cluster of 2 separate species, C4H8F2N2 in total, from the Open Molecules 2025 dataset.

The HOMO energy is -8.076 eV. As for the spin multiplicity: 1.

Each line ends with the natural charge from an NBO analysis.
Geometry (Å):
C 2.084 -0.588 -0.719  -0.095
C -2.450 -0.445 0.539  -0.662
C -0.645 0.696 -0.854  0.089
C -1.055 -0.551 -0.069  0.630
N 2.998 -0.626 0.195  -0.731
N -0.239 1.763 -0.348  -0.591
F -0.162 -0.768 0.951  -0.348
F -0.988 -1.655 -0.860  -0.334
H 2.255 0.287 -1.381  0.101
H -2.521 0.456 1.143  0.222
H -2.617 -1.316 1.171  0.233
H -3.197 -0.426 -0.247  0.226
H -0.757 0.621 -1.928  0.185
H 3.772 0.036 0.322  0.358
H 2.976 -1.367 0.882  0.379
H -0.141 1.749 0.668  0.340

# 4
The following is a quantum chemistry calculation of a cluster of 2 separate species, C3H9S2 in total, from the Open Molecules 2025 dataset.

The HOMO energy is -2.363 eV. As for the spin multiplicity: 1. Its total charge is -1.

Each line ends with the natural charge from an NBO analysis.
Geometry (Å):
C 3.079 0.568 -0.998  -0.615
C 1.570 0.427 -1.200  -0.523
S 0.694 0.188 0.366  -0.734
H 3.453 -0.175 -0.305  0.203
H 3.294 1.553 -0.580  0.190
H 3.601 0.496 -1.966  0.164
H 1.352 -0.383 -1.907  0.163
H 1.187 1.327 -1.696  0.166
C -2.597 -0.537 1.167  -0.710
S -4.405 -0.642 1.331  -0.107
H -2.175 -1.482 0.848  0.225
H -2.420 0.194 0.386  0.252
H -2.124 -0.203 2.083  0.225
H -4.508 -1.331 2.471  0.100

# 5
The following is a quantum chemistry calculation of a structure of composition C9H17N2S at a distorted geometry, from the Open Molecules 2025 dataset.

The HOMO energy (alpha / beta) is -11.822 / -12.741 eV. As for the spin multiplicity: 1. Its total charge is +1.

Each line ends with the natural charge from an NBO analysis.
Geometry (Å):
C 1.412 1.453 -0.342  0.148
C 1.541 2.752 -0.095  -0.323
C 2.445 0.430 -0.793  -0.526
C -0.502 -2.102 0.212  -0.540
C -1.513 -0.969 -0.014  -0.242
C -0.844 0.393 -0.317  -0.034
C 1.450 -0.543 -0.345  0.160
C -2.542 -1.230 -1.166  -0.594
C -1.646 1.533 0.309  -0.625
N 1.999 -1.018 1.809  -0.920
N 0.544 0.404 0.250  -0.486
S 0.915 -2.054 -0.947  0.435
H 0.938 3.461 0.552  0.241
H 2.346 3.391 -0.436  0.250
H 2.705 0.446 -1.799  0.261
H 3.408 0.546 -0.144  0.285
H 0.160 -1.977 1.186  0.242
H -0.826 -3.188 0.007  0.275
H -2.216 -0.910 0.772  0.229
H -0.741 0.333 -1.339  0.220
H -3.272 -0.393 -1.120  0.224
H -3.145 -1.992 -0.835  0.227
H -1.937 -1.387 -2.011  0.214
H -2.089 1.373 1.232  0.231
H -2.438 1.752 -0.378  0.251
H -0.890 2.433 0.528  0.220
H 1.426 -1.755 2.212  0.321
H 2.861 -1.526 1.681  0.349
H 0.452 0.345 1.332  0.504

# 6
The following is a quantum chemistry calculation of a structure of composition C6H12O at a distorted geometry, from the Open Molecules 2025 dataset.

The HOMO energy is -8.258 eV. As for the spin multiplicity: 1.

Each line ends with the natural charge from an NBO analysis.
Geometry (Å):
C 2.170 1.190 -0.254  -0.639
C 0.651 1.053 0.052  -0.226
C -0.665 0.947 -1.361  -0.143
O -1.078 -0.356 -1.249  -0.524
C -1.146 -0.624 0.154  0.107
C -1.555 -2.060 0.377  -0.624
C 0.256 -0.269 0.657  -0.455
H 2.434 2.153 -0.710  0.216
H 2.538 0.399 -0.917  0.211
H 2.772 1.122 0.671  0.224
H 0.329 1.930 0.609  0.201
H -1.385 1.661 -0.970  0.166
H 0.382 1.183 -1.499  0.248
H -1.878 0.070 0.608  0.161
H -2.552 -2.246 -0.030  0.221
H -1.564 -2.293 1.446  0.213
H -0.847 -2.728 -0.123  0.214
H 0.946 -1.053 0.321  0.206
H 0.281 -0.231 1.746  0.223

The calculation returns the following relative energy (zero: lowest compared OMol25 entry of this formula, charge and spin) values, one per record and in order: 57.1; 82.1; 49.1; 15.6; 120.5; 76.7 kcal/mol.
The calculation returns the following electronic energy values, one per record and in order: -9407.3574; -8200.3257; -12690.1956; -24928.0724; -23411.7131; -8461.0261 eV.